# 1
{"formula": "C31H36BrCrN6OS2Si", "method": "the ωB97M-V functional and the def2-TZVPD basis", "charge": 0, "homo_ha": [-0.2617, -0.2628], "homo_lumo_gap_ev": [6.7, 6.8], "spin_multiplicity": 2, "s2": 0.762, "e_lumo_ev": [-0.393, -0.363], "largest_force_ev_per_a": 1.01, "symbols": ["Si", "C", "H", "C", "H", "C", "H", "H", "Cr", "H", "C", "H", "N", "C", "H", "H", "C", "O", "C", "H", "H", "H", "H", "C", "C", "C", "H", "C", "H", "H", "H", "C", "S", "N", "C", "H", "H", "H", "H", "C", "H", "H", "N", "C", "H", "C", "C", "C", "C", "H", "H", "H", "H", "H", "S", "C", "C", "C", "C", "N", "C", "H", "N", "H", "N", "Br", "H", "C", "C", "H", "C", "H", "H", "H", "C", "C", "H", "C", "C"], "xyz": [[-1.809, 4.779, 3.710], [3.258, 2.372, 0.051], [3.901, 1.645, -0.449], [-1.963, -1.824, -2.406], [-2.004, 0.207, 2.424], [3.246, -3.176, 0.443], [-4.068, 5.837, 3.959], [4.215, -0.545, 2.335], [0.142, 0.882, 0.196], [1.644, -1.186, -4.405], [-1.828, 0.285, -3.568], [-0.814, 3.105, 5.257], [-0.119, -0.325, 1.787], [-3.440, 5.175, 4.559], [2.415, -3.509, -0.163], [-4.013, 4.272, 4.778], [0.261, -1.478, 4.267], [1.038, 2.331, -0.879], [-2.235, -1.037, -3.511], [-1.823, 6.675, 2.113], [-4.859, 2.518, 0.449], [-1.030, -1.897, -0.492], [1.586, 5.276, -2.910], [-1.258, -1.267, -1.346], [-3.843, 2.603, 0.805], [3.178, -1.939, 1.078], [6.225, -1.958, 2.571], [-3.503, 3.453, 1.861], [-0.171, 6.143, 2.445], [-1.776, -0.843, 4.650], [-2.043, 0.884, -4.443], [1.047, -0.954, 2.065], [2.866, 0.812, -3.044], [1.571, -0.538, -0.181], [-0.835, 0.062, -1.362], [0.411, -1.918, 5.244], [4.539, 3.351, -1.878], [-2.289, -2.856, -2.378], [4.143, 5.041, -1.473], [-2.840, 1.873, 0.217], [0.483, 4.010, -2.336], [1.586, 3.667, -3.682], [1.488, -1.376, -3.432], [2.060, -0.570, -2.513], [2.211, -2.000, 3.536], [-2.201, 3.552, 2.326], [1.265, -1.522, 3.330], [-1.091, -0.298, 2.709], [-1.146, 6.330, 2.898], [1.016, -2.215, -3.141], [3.922, 4.426, -3.120], [2.793, 1.901, 0.913], [6.332, -4.155, 1.438], [0.415, 4.199, 4.644], [0.439, 2.674, 2.078], [5.450, -3.536, 1.341], [4.259, -1.511, 1.844], [1.472, 4.206, -2.738], [-0.956, -0.875, 3.947], [-1.568, 1.958, 0.631], [-1.143, 0.827, -2.488], [3.854, 3.218, 0.388], [2.479, 3.769, -1.787], [4.418, -4.928, 0.075], [2.011, -1.089, -1.270], [-3.182, -1.785, -4.979], [-3.030, 1.203, -0.612], [4.375, -3.969, 0.576], [5.390, -2.305, 1.976], [-4.284, 4.033, 2.337], [-1.234, 2.760, 1.667], [-1.033, 7.137, 3.626], [-0.820, 1.860, -2.542], [-0.705, 4.751, 5.903], [3.849, 4.171, -2.064], [-0.613, 4.146, 4.998], [-3.247, 5.681, 5.506], [1.980, -1.073, 0.969], [2.191, 2.805, -0.910]], "forces_ev_per_a": [[0.02, 0.06, -0.07], [0.00, 0.00, 0.03], [-0.01, 0.00, -0.02], [0.02, -0.01, 0.00], [0.02, 0.03, -0.01], [0.00, 0.00, 0.03], [-0.01, -0.02, -0.02], [-0.01, 0.00, 0.00], [-0.25, 0.87, -0.45], [-0.01, 0.00, -0.01], [0.00, 0.00, 0.01], [-0.01, 0.00, 0.02], [0.18, -0.23, 0.13], [0.00, 0.01, -0.04], [0.00, 0.01, -0.01], [0.01, -0.01, 0.03], [-0.02, 0.02, -0.02], [-0.05, -0.32, 0.30], [-0.01, 0.01, -0.03], [-0.01, 0.01, 0.01], [-0.01, 0.00, 0.00], [-0.01, 0.00, 0.01], [0.01, -0.01, -0.01], [-0.02, -0.01, 0.01], [0.01, 0.03, -0.01], [0.00, -0.03, -0.02], [0.01, 0.00, 0.00], [0.01, -0.10, 0.02], [0.00, -0.03, -0.01], [0.00, 0.00, 0.00], [0.00, 0.00, -0.01], [0.00, -0.01, -0.04], [0.06, -0.13, 0.05], [0.18, -0.03, -0.19], [-0.11, -0.23, 0.21], [0.01, -0.01, 0.00], [0.00, 0.00, 0.00], [-0.01, 0.00, 0.00], [0.00, 0.00, 0.00], [-0.03, 0.10, -0.04], [0.00, 0.02, 0.01], [-0.02, -0.01, 0.01], [0.19, -0.03, 0.04], [-0.41, 0.31, -0.26], [-0.01, -0.01, 0.02], [-0.08, 0.04, 0.05], [0.01, -0.03, 0.00], [-0.03, 0.04, -0.03], [0.05, 0.02, 0.04], [-0.04, 0.01, 0.02], [0.00, 0.01, 0.00], [0.00, 0.00, -0.03], [0.00, 0.00, 0.01], [0.00, 0.00, -0.01], [0.04, -0.20, 0.04], [-0.01, -0.01, -0.01], [0.02, 0.00, 0.00], [-0.02, -0.01, -0.01], [-0.01, -0.02, 0.01], [-0.12, 0.03, 0.02], [0.07, -0.02, -0.01], [0.01, -0.01, 0.00], [-0.02, -0.01, -0.01], [0.01, -0.01, 0.00], [0.37, -0.32, 0.23], [0.01, 0.00, 0.00], [0.02, -0.03, 0.01], [0.00, 0.00, 0.00], [0.00, 0.00, 0.00], [-0.01, 0.01, -0.02], [0.07, 0.04, -0.08], [0.01, 0.00, 0.00], [-0.01, 0.01, 0.00], [0.00, 0.00, 0.01], [0.01, 0.02, 0.03], [0.00, -0.06, -0.01], [0.01, 0.02, 0.00], [-0.05, 0.03, 0.08], [-0.02, 0.17, -0.02]]}

---

# 2
{"formula": "C35H26BrKN7OS", "method": "the ωB97M-V functional and the def2-TZVPD basis", "charge": -1, "homo_ha": -0.1662, "homo_lumo_gap_ev": 6.4, "spin_multiplicity": 1, "e_lumo_ev": 1.905, "largest_force_ev_per_a": 0.41, "symbols": ["C", "C", "H", "C", "H", "H", "H", "C", "H", "H", "H", "C", "H", "C", "C", "H", "H", "Br", "H", "H", "C", "C", "C", "N", "H", "C", "H", "C", "H", "C", "C", "H", "C", "C", "C", "H", "C", "C", "C", "C", "C", "O", "C", "C", "H", "N", "H", "H", "C", "C", "N", "H", "N", "N", "K", "C", "H", "S", "N", "H", "H", "C", "H", "C", "C", "H", "C", "C", "C", "N", "C", "C"], "xyz": [[-0.246, -0.312, -5.087], [5.659, -1.503, -5.271], [-3.137, -2.945, 0.843], [0.419, 4.183, 4.774], [0.544, -2.289, -1.336], [0.132, 6.111, 3.843], [5.494, 0.050, 0.589], [4.645, -0.018, -1.439], [-1.683, -2.654, -2.562], [-2.149, -4.402, -0.988], [-3.892, -4.358, -1.335], [1.482, -0.183, -3.651], [-1.671, 0.246, -3.445], [-0.872, -4.111, 3.377], [-2.750, -2.841, -2.407], [-0.913, -5.170, 3.604], [0.015, -5.646, 1.302], [0.984, 4.931, 6.436], [3.415, 1.627, -5.045], [1.797, -0.661, -5.825], [6.861, -0.540, -7.186], [5.035, 0.680, -6.084], [4.643, -0.013, -0.072], [-0.564, 0.015, 2.476], [-1.648, -3.490, 5.253], [-1.268, -3.175, 4.288], [-0.874, -0.427, -5.958], [-1.189, -1.794, 4.008], [2.873, -0.139, 1.320], [4.052, 0.755, -5.113], [-3.472, -1.536, -0.619], [0.722, -4.763, -0.915], [0.385, -4.102, -0.127], [-0.327, 4.511, 2.516], [-0.417, -3.689, 2.104], [5.183, 1.494, -6.781], [-0.413, 3.090, 2.267], [-0.374, -2.307, 1.799], [-0.704, -1.331, 2.803], [-2.993, -3.749, -1.197], [0.075, 5.038, 3.709], [-0.753, 2.645, 1.149], [-0.084, 2.247, 3.403], [-0.192, 0.811, 3.419], [4.537, -2.218, -3.589], [-0.053, -1.857, 0.560], [-0.594, 5.160, 1.690], [6.286, -2.382, -5.343], [3.267, -0.118, -1.846], [0.335, 2.832, 4.619], [7.673, -0.610, -7.997], [-1.532, -1.081, 4.747], [-3.443, -1.626, -1.986], [2.454, -0.147, -0.721], [-0.056, 0.747, -0.203], [0.312, -2.710, -0.359], [5.503, 0.052, -2.089], [-3.799, -0.177, 0.270], [0.342, 0.082, -2.910], [0.584, 2.180, 5.450], [-3.176, -3.245, -3.323], [2.806, -0.192, -3.158], [0.096, 0.367, 4.384], [-0.662, 0.018, -3.769], [4.681, -1.412, -4.296], [-3.321, -0.764, -2.487], [5.841, -0.454, -6.168], [0.003, -4.582, 1.091], [3.265, -0.101, 0.309], [-3.184, -2.766, -0.144], [3.867, -0.286, -4.206], [1.124, -0.420, -5.016]], "forces_ev_per_a": [[-0.05, 0.10, 0.04], [0.04, -0.05, 0.00], [-0.03, 0.00, 0.00], [0.00, 0.10, 0.00], [0.11, -0.01, 0.05], [0.00, 0.01, 0.01], [-0.02, 0.01, 0.00], [-0.04, -0.09, 0.03], [0.00, 0.02, 0.00], [0.01, -0.01, 0.00], [-0.02, 0.00, 0.01], [0.03, 0.03, -0.11], [0.00, 0.00, -0.02], [0.00, -0.02, 0.01], [0.00, 0.05, 0.03], [0.00, 0.01, 0.00], [0.01, 0.01, 0.00], [-0.01, 0.00, -0.03], [0.01, 0.00, -0.01], [-0.01, -0.01, 0.02], [-0.14, 0.01, 0.15], [0.00, 0.04, -0.03], [-0.05, 0.02, 0.01], [-0.01, 0.01, 0.09], [0.01, 0.00, 0.00], [-0.02, 0.02, 0.04], [0.00, 0.01, 0.01], [0.02, 0.00, -0.05], [0.02, 0.03, -0.01], [0.01, 0.01, 0.01], [0.01, -0.09, -0.06], [-0.01, 0.00, 0.00], [0.02, 0.00, -0.06], [0.04, 0.03, -0.02], [0.01, 0.16, -0.04], [-0.01, 0.00, 0.01], [-0.04, -0.11, 0.28], [-0.09, 0.06, -0.12], [-0.02, -0.05, -0.04], [-0.04, 0.03, 0.04], [0.00, -0.08, 0.00], [-0.07, 0.37, 0.14], [-0.02, -0.01, 0.01], [0.04, 0.06, 0.05], [0.01, 0.00, -0.01], [0.20, -0.14, 0.05], [0.00, -0.01, 0.00], [-0.01, 0.00, 0.01], [-0.01, 0.04, -0.12], [-0.02, -0.10, -0.06], [0.00, 0.00, 0.00], [0.00, -0.02, 0.00], [-0.01, 0.01, 0.04], [0.10, -0.13, -0.07], [-0.19, -0.09, -0.36], [-0.10, 0.00, 0.06], [-0.01, -0.01, -0.01], [0.07, -0.05, -0.05], [0.11, -0.04, -0.01], [0.00, -0.01, -0.01], [0.00, -0.02, -0.02], [-0.03, 0.05, 0.06], [0.01, 0.04, 0.02], [0.02, -0.06, -0.03], [-0.01, -0.01, 0.03], [0.00, 0.01, 0.00], [0.08, 0.01, -0.10], [-0.02, -0.07, 0.05], [0.07, 0.01, 0.03], [0.03, -0.01, 0.00], [0.00, 0.00, -0.02], [0.01, -0.10, 0.10]]}

---

# 3
{"formula": "C5H13O", "method": "the ωB97M-V functional and the def2-TZVPD basis", "charge": 1, "homo_ha": -0.5954, "homo_lumo_gap_ev": 13.4, "spin_multiplicity": 1, "e_lumo_ev": -2.774, "largest_force_ev_per_a": 4.90, "symbols": ["H", "H", "C", "C", "H", "H", "H", "H", "C", "C", "H", "O", "C", "H", "H", "H", "H", "H", "H"], "xyz": [[-0.709, -2.429, 0.562], [0.672, 2.268, 0.337], [1.158, 1.585, -0.287], [0.462, 0.231, -0.730], [-1.602, -0.201, -1.375], [1.194, -0.557, -1.142], [1.271, 2.160, -1.206], [-0.685, -0.471, 2.528], [-0.823, -0.016, 1.550], [0.230, -1.956, 0.690], [-1.936, -0.263, 1.250], [0.188, -0.555, 0.616], [-0.699, 0.483, -1.645], [2.152, 1.208, 0.026], [0.624, -2.155, 1.603], [-0.817, 1.003, 1.512], [-0.500, 0.398, -2.655], [-1.097, 1.557, -1.537], [0.918, -2.291, -0.098]], "forces_ev_per_a": [[-1.09, -0.15, -0.21], [-0.98, 0.36, 1.46], [1.62, -3.36, -2.06], [1.67, 0.39, 0.02], [1.50, 0.98, -0.70], [-0.93, 1.66, 0.41], [0.27, -0.22, -0.24], [0.47, 0.27, -0.10], [-2.79, -2.71, -0.78], [0.68, -0.80, -3.08], [2.29, -0.11, 0.05], [-1.73, 2.49, 0.21], [-3.67, 0.56, 3.20], [-0.43, 1.12, 0.34], [1.19, -0.91, 2.75], [0.74, 2.65, 0.21], [0.81, -0.65, -1.98], [0.58, -1.55, 0.14], [-0.20, -0.04, 0.33]]}